(1)
A 2-piece molecular cluster, C7H17N2 overall in a non-equilibrium geometry, computed with ωB97M-V/def2-TZVPD.

Element x y z (Å)
C1 0.28262 -1.39432 1.27865
C2 -0.55762 -0.62759 -2.25310
C3 -2.55724 -0.17011 -0.88868
C4 0.20643 1.48707 1.27799
C5 1.70303 1.42738 -0.77082
C6 -1.36715 0.21845 -1.66603
C7 0.90471 0.68766 0.18069
N1 1.20640 -1.21361 2.33369
N2 0.79081 -0.59322 0.16906
H1 -0.63944 -0.99700 1.54219
H2 0.45654 -0.45669 -2.63706
H3 0.04800 -2.51375 0.78287
H4 -0.52411 -1.79077 -2.04617
H5 -2.65331 -1.21762 -1.01512
H6 -3.49773 0.15388 -1.39989
H7 -2.59210 0.32358 0.06834
H8 -0.83914 1.58935 1.23650
H9 0.36349 2.57380 1.45828
H10 0.24013 1.03831 2.26172
H11 1.92575 0.69084 -1.63454
H12 2.71012 1.27771 -0.21304
H13 1.41300 2.46694 -1.03715
H14 -1.16347 1.25713 -1.88746
H15 0.74062 -1.38069 3.15452
H16 2.07855 -1.78448 2.21809
H17 1.32111 -1.05225 -0.51352

The HOMO energy comes out at -13.1 eV. Its energy above the lowest of the compared OMol25 structures with the same formula, charge and spin is 67.0 kcal/mol. Its total charge is +1. As for the LUMO energy: -3.92 eV. For the orbital gap, the calculation gives 9.2 eV. For the energy, the calculation gives -10505.645 eV.

Here are the natural (NBO) charges for atoms 1 to 5, given in e:
1 C -0.05
2 C -0.40
3 C -0.67
4 C -0.76
5 C -0.70



(2)
A 2-piece molecular cluster, C7H17N2S overall in a non-equilibrium geometry, computed with ωB97M-V/def2-TZVPD.

Element x y z (Å)
C1 -1.94210 0.67942 -0.60958
C2 -0.19202 -2.35430 -0.60045
C3 1.65899 0.28868 -1.44978
C4 -0.15067 1.97917 1.57124
C5 -0.35109 -1.61460 0.69379
C6 1.51782 -0.19680 -0.02274
C7 0.01585 0.42852 1.75618
N1 -1.64685 1.37893 -1.72484
N2 0.13419 -0.25279 0.50625
S1 -2.97582 0.10721 0.37150
H1 -0.18675 -3.52641 -0.34186
H2 -1.06846 -2.17164 -1.32725
H3 0.64858 -2.01695 -1.15643
H4 1.48803 1.38785 -1.54371
H5 2.68653 0.02379 -1.68687
H6 0.96996 -0.22597 -2.17874
H7 0.62676 2.45296 1.00878
H8 -1.11887 2.07534 0.97276
H9 -0.20249 2.51635 2.48829
H10 0.24407 -2.08541 1.41579
H11 -1.37400 -1.57996 1.01978
H12 2.15900 0.56545 0.58772
H13 2.10062 -1.20685 0.02590
H14 -0.80852 -0.01166 2.28074
H15 0.95043 0.19949 2.45823
H16 -0.78885 1.29833 -2.21557
H17 -2.39433 1.86183 -2.29916

The HOMO energy (spin up / spin down) comes out at -13.1 / -13.1 eV. Its energy above the lowest of the compared OMol25 structures with the same formula, charge and spin is 78.1 kcal/mol. Its total charge is +1. As for the LUMO energy (spin up / spin down): -5.46 / -5.46 eV. For the orbital gap (spin up / spin down), the calculation gives 7.7 / 7.7 eV. For the energy, the calculation gives -21340.817 eV.

Here are the natural (NBO) charges for atoms 1 to 5, given in e:
1 C 0.19
2 C -0.63
3 C -0.63
4 C -0.60
5 C -0.23



(3)
C7H17N2S as an isolated structure in a non-equilibrium geometry, computed with ωB97M-V/def2-TZVPD.

Element x y z (Å)
C1 -0.26879 -1.88691 -0.51888
C2 0.47331 0.37113 -2.46788
C3 -0.84857 2.15539 0.26048
C4 0.39020 -0.57595 2.49181
C5 1.18308 0.30249 -1.12254
C6 -0.94032 0.64337 0.07800
C7 1.10934 -0.07449 1.24967
N1 -1.50578 -2.11531 -0.18479
N2 0.33287 -0.09808 0.00611
S1 0.92199 -2.73988 -1.09933
H1 1.22618 0.45115 -3.24783
H2 -0.10448 -0.52901 -2.66033
H3 -0.18005 1.23443 -2.55169
H4 -1.85386 2.55973 0.16123
H5 -0.47999 2.42496 1.24592
H6 -0.22815 2.62529 -0.49570
H7 -0.46935 0.03614 2.75106
H8 0.08235 -1.61207 2.38424
H9 1.08563 -0.51651 3.32527
H10 1.63459 1.27228 -0.89768
H11 1.99508 -0.42802 -1.18423
H12 -1.48533 0.44428 -0.84685
H13 -1.51088 0.25124 0.92199
H14 2.01115 -0.66804 1.09035
H15 1.41769 0.96345 1.41775
H16 -2.12580 -1.44090 0.23507
H17 -1.86212 -3.05016 -0.34123

The HOMO energy comes out at -13.4 eV. Its energy above the lowest of the compared OMol25 structures with the same formula, charge and spin is 28.2 kcal/mol. Its total charge is +1. As for the LUMO energy: -3.76 eV. For the orbital gap, the calculation gives 9.6 eV. For the energy, the calculation gives -21342.978 eV.

Here are the natural (NBO) charges for atoms 1 to 5, given in e:
1 C 0.22
2 C -0.64
3 C -0.63
4 C -0.63
5 C -0.25



(4)
C7H17NO as an isolated structure in a non-equilibrium geometry, computed with ωB97M-V/def2-TZVPD.

Element x y z (Å)
C1 -0.33015 -0.91390 0.96182
C2 0.80684 -1.86453 1.21195
C3 -2.56992 -2.37783 0.90646
C4 -1.57350 1.33460 0.37170
C5 -2.34352 0.08550 0.50565
O1 -3.56102 0.13740 0.62547
N1 -1.73141 -1.18679 0.59629
H1 -0.36832 -0.29349 1.84646
H2 0.00419 -0.21394 0.11517
H3 0.50477 -2.72853 1.65383
H4 1.75402 -1.48157 1.68855
H5 -3.60042 -2.31060 0.53498
H6 -0.60199 1.29080 -0.15188
H7 1.19653 -2.45845 0.02259
H8 -2.22888 -3.36969 0.02943
H9 -2.22969 -2.73043 1.73205
H10 -2.15852 2.06502 -0.19113
H11 -1.43378 1.78008 1.34780
C6 2.17758 1.26902 -1.47611
C7 2.90337 2.54727 -1.89074
H12 2.08870 1.17354 -0.35458
H13 1.09254 1.13084 -1.86764
H14 2.73232 0.55012 -2.07938
H15 3.90520 2.18224 -2.41552
H16 2.30423 3.18652 -2.59212
H17 3.26084 3.19680 -1.13111

The HOMO energy comes out at -8.8 eV. Its energy above the lowest of the compared OMol25 structures with the same formula, charge and spin is 114.0 kcal/mol. As for the LUMO energy: 0.70 eV. For the orbital gap, the calculation gives 9.5 eV. For the energy, the calculation gives -11068.195 eV.

Here are the natural (NBO) charges for atoms 1 to 5, given in e:
1 C -0.24
2 C -0.57
3 C -0.36
4 C -0.72
5 C 0.67



(5)
A 2-piece molecular cluster, C7H17NO overall in a non-equilibrium geometry, computed with ωB97M-V/def2-TZVPD.

Element x y z (Å)
C1 -0.39209 1.25503 -0.17478
C2 0.65799 -0.83142 0.50653
C3 -1.03248 -1.31707 -0.97887
C4 -0.99822 1.97296 1.02356
C5 -0.18036 2.19674 -1.34755
C6 -0.07893 -1.12435 1.78412
C7 1.89224 -1.66529 0.29229
N1 0.77652 0.47689 0.09265
O1 -0.34715 -1.23786 -2.22502
H1 0.52649 -1.62258 -2.10152
H2 1.45883 0.56558 -0.65130
H3 -1.09664 0.25429 -0.54966
H4 -2.08257 -1.09907 -1.18303
H5 -1.06782 -2.34372 -0.59693
H6 -0.99773 1.36913 1.92691
H7 -2.02908 2.25693 0.80281
H8 -0.43869 2.88744 1.24820
H9 0.14438 1.65006 -2.23423
H10 -1.12375 2.68327 -1.59596
H11 0.54533 2.98329 -1.11609
H12 0.46362 -0.74274 2.65835
H13 -0.17394 -2.20430 1.90354
H14 -1.07487 -0.69143 1.79044
H15 2.62583 -1.53037 1.09602
H16 2.39540 -1.41558 -0.64595
H17 1.62769 -2.72581 0.27545

The HOMO energy comes out at -7.1 eV. Its energy above the lowest of the compared OMol25 structures with the same formula, charge and spin is 96.8 kcal/mol. As for the LUMO energy: 0.80 eV. For the orbital gap, the calculation gives 7.9 eV. For the energy, the calculation gives -11068.940 eV.

Here are the natural (NBO) charges for atoms 1 to 5, given in e:
1 C -0.07
2 C 0.28
3 C -0.26
4 C -0.62
5 C -0.63



(6)
A 2-piece molecular cluster, C7H17NO2P overall in a non-equilibrium geometry, computed with ωB97M-V/def2-TZVPD.

Element x y z (Å)
C1 1.22196 -2.69905 -1.43827
C2 0.45449 -3.83333 -1.96563
C3 -1.66025 1.80218 2.13812
C4 -0.22637 2.85033 0.70879
C5 -1.87060 1.30250 -0.17559
C6 0.12144 0.48609 1.11679
C7 1.38695 -0.04249 -0.92689
N1 -0.92211 1.56547 0.92303
O1 2.35359 -2.87879 -0.64453
O2 2.64565 -0.15727 -0.66482
P1 0.33757 -1.24845 -1.59778
H1 -0.29075 -3.50758 -2.66160
H2 1.17711 -4.60463 -2.38132
H3 -0.00198 -4.28151 -1.00362
H4 -1.89796 2.78895 2.04619
H5 -2.42514 1.19081 2.49415
H6 -0.90625 1.92212 2.89847
H7 -0.91874 3.48745 0.32307
H8 0.26622 3.32349 1.59548
H9 0.42933 2.61688 -0.10498
H10 -1.57105 1.29162 -1.16101
H11 -2.26981 0.34791 -0.01263
H12 -2.69746 1.93654 -0.01679
H13 0.78160 0.51626 1.89414
H14 -0.38705 -0.48618 1.18593
H15 1.07368 1.03803 -1.12792
H16 2.91866 -3.58024 -1.02392
H17 2.87726 -1.14711 -0.41688

The HOMO energy (spin up / spin down) comes out at -11.1 / -11.0 eV. Its energy above the lowest of the compared OMol25 structures with the same formula, charge and spin is 132.6 kcal/mol. Its total charge is +1. As for the LUMO energy (spin up / spin down): -3.63 / -3.64 eV. For the orbital gap (spin up / spin down), the calculation gives 7.4 / 7.4 eV. For the energy, the calculation gives -22396.529 eV.

Here are the natural (NBO) charges for atoms 1 to 5, given in e:
1 C 0.03
2 C -0.69
3 C -0.41
4 C -0.40
5 C -0.40



(7)
A 2-piece molecular cluster, C7H17NO4S overall in a non-equilibrium geometry, computed with ωB97M-V/def2-TZVPD.

Element x y z (Å)
C1 1.25731 2.23989 1.21922
C2 0.91944 2.19969 -0.24288
C3 1.19325 0.83479 -0.83404
O1 1.11861 0.55842 -1.99898
S1 2.39545 -0.16842 0.14080
O2 3.59572 0.54195 -0.17599
O3 2.09660 -0.69246 1.44434
O4 2.38542 -1.45632 -0.78111
H1 1.15019 1.29203 1.67248
H2 2.30581 2.49687 1.56365
H3 0.62077 2.84345 1.76515
H4 1.38790 3.07375 -0.78478
H5 -0.15197 2.45757 -0.27190
H6 3.10258 -1.42526 -1.45456
C4 -1.07163 -2.83232 0.72740
C5 -0.65778 -1.84905 -0.31378
N1 -0.62650 -0.42835 0.02679
C6 -1.88533 0.28561 0.15418
C7 -2.46272 0.59912 -1.14423
H7 -0.33181 -2.88138 1.48249
H8 -1.91069 -2.41016 1.43748
H9 -1.23780 -3.85724 0.28200
H10 -1.21799 -1.93810 -1.17367
H11 0.32219 -2.19959 -0.69060
H12 0.00742 -0.42567 0.86587
H13 -2.66398 -0.35577 0.67010
H14 -1.80981 1.22922 0.82701
H15 -3.41292 1.07064 -0.92851
H16 -1.75360 1.33342 -1.55812
H17 -2.66412 -0.13632 -1.92582

The HOMO energy comes out at -9.1 eV. Its energy above the lowest of the compared OMol25 structures with the same formula, charge and spin is 65.0 kcal/mol. As for the LUMO energy: 0.74 eV. For the orbital gap, the calculation gives 9.9 eV. For the energy, the calculation gives -28047.442 eV. As for the SMILES: CCC(=O)S(=O)(=O)O.CCNCC.

Here are the natural (NBO) charges for atoms 1 to 5, given in e:
1 C -0.64
2 C -0.54
3 C 0.42
4 O -0.54
5 S 2.25



(8)
A 2-piece molecular cluster, C7H17NOS overall in a non-equilibrium geometry, computed with ωB97M-V/def2-TZVPD.

Element x y z (Å)
C1 -2.89204 -0.52831 -1.22710
C2 2.58830 -0.06135 -1.43314
C3 1.41787 2.07730 1.17305
C4 -0.07785 -2.24673 1.38491
C5 1.66384 -0.83526 -0.49418
C6 0.46086 1.28203 0.20188
C7 0.74543 -0.26968 0.25391
N1 -0.17179 -0.89834 1.08022
O1 -3.19592 2.16158 -1.22435
S1 -3.94647 1.00254 -0.71217
H1 -1.85790 -0.27138 -1.23931
H2 -2.89640 -1.48700 -0.73788
H3 3.53411 -0.63478 -1.91159
H4 2.01015 0.34319 -2.22778
H5 2.94727 0.81343 -0.80347
H6 2.46311 1.85332 1.01655
H7 1.34227 3.09386 0.98524
H8 1.23491 1.90449 2.14424
H9 0.78106 -2.74987 1.16270
H10 -0.31187 -2.50721 2.42509
H11 -0.76244 -2.90565 0.77895
H12 1.79504 -1.94343 -0.47465
H13 -3.20132 -0.74441 -2.30604
H14 -0.54261 1.54492 0.47289
H15 0.75335 1.57983 -0.81974
H16 -0.44571 -0.27273 1.88423
H17 -3.43527 0.69961 0.64758

The HOMO energy comes out at -7.8 eV. Its energy above the lowest of the compared OMol25 structures with the same formula, charge and spin is 95.1 kcal/mol. As for the LUMO energy: 0.55 eV. For the orbital gap, the calculation gives 8.4 eV. For the energy, the calculation gives -21904.084 eV.

Here are the natural (NBO) charges for atoms 1 to 5, given in e:
1 C -0.81
2 C -0.64
3 C -0.59
4 C -0.41
5 C -0.31



(9)
One molecule with the formula C7H17NOSi in a non-equilibrium geometry, computed with ωB97M-V/def2-TZVPD.

Element x y z (Å)
C1 0.27541 0.95805 -0.25504
C2 2.80300 0.42189 -1.26077
C3 2.14453 0.19894 1.28356
C4 -1.27150 -0.94836 1.65612
C5 -1.79723 -1.37878 -1.14457
C6 -2.99292 1.11396 -0.24505
C7 1.70636 0.09383 -0.22544
N1 0.53999 2.15765 -0.35378
O1 1.15389 -1.21308 -0.43295
Si1 -1.44707 0.01415 0.04919
H1 3.77837 0.36603 -0.76430
H2 2.66403 1.30798 -1.75344
H3 2.85802 -0.28182 -2.14389
H4 3.02493 -0.41137 1.42112
H5 1.34016 -0.01225 2.02837
H6 2.60917 1.13332 1.38670
H7 -0.84786 -0.31829 2.49118
H8 -2.18458 -1.55551 1.96087
H9 -0.53186 -1.71617 1.43671
H10 -2.62348 -1.24130 -1.76286
H11 -0.97861 -1.39840 -1.78107
H12 -1.88153 -2.39506 -0.62863
H13 -2.96900 1.97421 0.29922
H14 -3.20174 1.56230 -1.20794
H15 -3.77077 0.47857 0.09333
H16 -0.22346 2.90490 -0.06062
H17 1.82377 -1.81539 -0.08602

The HOMO energy (spin up / spin down) comes out at -5.0 / -9.9 eV. Its energy above the lowest of the compared OMol25 structures with the same formula, charge and spin is 5.0 kcal/mol. As for the LUMO energy (spin up / spin down): 0.80 / -1.86 eV. Its spin multiplicity is 3. For the orbital gap (spin up / spin down), the calculation gives 5.8 / 8.1 eV. For the energy, the calculation gives -18944.820 eV. The expectation value of S² is 2.01.

Here are the natural (NBO) charges for atoms 1 to 5, given in e:
1 C -0.32
2 C -0.66
3 C -0.65
4 C -1.14
5 C -1.12



Which value of energy does entry 7 give?
-28047.442 eV



Which of these has the lowest energy?
C7H17NO4S